*a*
{"formula": "C24H64O8", "method": "ωB97M-V/def2-TZVPD", "smiles": "CC(C)O.CC(C)O.CC(C)O.CC(C)O.CC(C)O.CC(C)O.CC(C)O.CC(C)O", "lumo_ev": 0.41, "homo_ev": -9.42, "orbital_gap_ev": 9.84, "total_charge": 0, "elements": ["O", "O", "O", "O", "O", "O", "O", "O", "C", "C", "C", "C", "C", "C", "C", "C", "C", "C", "C", "C", "C", "C", "C", "C", "C", "C", "C", "C", "C", "C", "C", "C", "H", "H", "H", "H", "H", "H", "H", "H", "H", "H", "H", "H", "H", "H", "H", "H", "H", "H", "H", "H", "H", "H", "H", "H", "H", "H", "H", "H", "H", "H", "H", "H", "H", "H", "H", "H", "H", "H", "H", "H", "H", "H", "H", "H", "H", "H", "H", "H", "H", "H", "H", "H", "H", "H", "H", "H", "H", "H", "H", "H", "H", "H", "H", "H"], "coordinates": [[11.291, 13.073, 11.146], [10.782, 21.497, 14.036], [15.523, 19.065, 13.900], [10.947, 19.586, 8.394], [8.353, 19.062, 8.963], [11.682, 17.083, 3.327], [14.000, 12.844, 10.888], [11.607, 21.843, 6.781], [7.819, 18.481, 7.794], [11.480, 21.073, 4.558], [15.211, 20.476, 12.082], [9.817, 19.568, 12.909], [10.578, 14.249, 10.963], [7.318, 17.095, 8.043], [10.393, 14.919, 12.316], [11.393, 18.081, 10.145], [6.716, 19.447, 7.406], [14.120, 13.669, 13.170], [10.162, 21.087, 12.824], [9.302, 13.917, 10.239], [13.080, 17.440, 5.121], [14.739, 13.717, 11.734], [10.872, 21.988, 5.606], [11.708, 18.472, 8.752], [16.475, 21.104, 14.303], [9.413, 21.738, 5.862], [10.976, 21.536, 11.598], [10.648, 16.703, 5.418], [14.657, 15.084, 11.052], [11.951, 16.562, 4.622], [13.206, 18.856, 8.688], [16.150, 20.108, 13.191], [14.333, 20.839, 12.615], [14.913, 19.629, 11.464], [17.094, 19.720, 12.805], [15.014, 15.132, 10.023], [10.025, 19.419, 8.600], [13.068, 13.954, 13.164], [16.186, 18.540, 14.354], [9.276, 20.722, 6.233], [12.986, 18.502, 4.894], [5.832, 19.523, 8.041], [6.342, 16.957, 8.507], [8.895, 21.797, 4.905], [13.544, 19.163, 7.698], [10.800, 16.121, 6.327], [7.018, 20.490, 7.315], [15.757, 21.185, 11.459], [11.243, 20.019, 4.699], [15.567, 21.426, 14.814], [15.275, 15.688, 11.716], [14.024, 12.615, 13.428], [12.564, 17.045, 2.950], [11.721, 18.885, 10.804], [14.716, 14.151, 13.945], [10.476, 21.210, 10.686], [11.058, 23.022, 5.313], [12.551, 21.257, 4.472], [6.420, 19.071, 6.427], [9.239, 19.258, 13.780], [15.775, 13.379, 11.767], [13.946, 17.035, 4.598], [8.484, 13.521, 10.841], [11.327, 15.204, 12.801], [10.347, 17.736, 5.594], [17.233, 20.723, 14.986], [9.514, 13.119, 9.528], [8.946, 22.372, 6.616], [12.213, 15.507, 4.548], [11.593, 20.994, 14.144], [7.669, 19.235, 9.614], [11.916, 20.988, 11.668], [11.317, 21.035, 7.211], [7.215, 16.573, 7.091], [13.867, 18.038, 8.973], [9.853, 14.325, 13.053], [8.061, 16.581, 8.653], [11.892, 17.164, 10.458], [11.216, 14.908, 10.374], [11.097, 21.338, 3.572], [13.108, 12.978, 11.216], [11.471, 17.686, 8.035], [8.981, 14.761, 9.629], [8.544, 18.544, 6.982], [11.079, 22.620, 11.645], [10.730, 18.986, 13.036], [13.354, 17.290, 6.166], [9.290, 19.250, 12.010], [16.915, 22.005, 13.876], [13.437, 19.691, 9.349], [9.846, 16.219, 4.860], [9.168, 21.533, 12.805], [10.818, 12.579, 11.820], [13.693, 15.571, 11.194], [10.331, 17.840, 10.168], [9.950, 15.903, 12.160]]}


*b*
{"formula": "C24H64O8", "method": "ωB97M-V/def2-TZVPD", "smiles": "CC(C)O.CC(C)O.CC(C)O.CC(C)O.CC(C)O.CC(C)O.CC(C)O.CC(C)O", "lumo_ev": 0.62, "homo_ev": -9.97, "orbital_gap_ev": 10.59, "total_charge": 0, "elements": ["O", "O", "O", "O", "O", "O", "O", "O", "C", "C", "C", "C", "C", "C", "C", "C", "C", "C", "C", "C", "C", "C", "C", "C", "C", "C", "C", "C", "C", "C", "C", "C", "H", "H", "H", "H", "H", "H", "H", "H", "H", "H", "H", "H", "H", "H", "H", "H", "H", "H", "H", "H", "H", "H", "H", "H", "H", "H", "H", "H", "H", "H", "H", "H", "H", "H", "H", "H", "H", "H", "H", "H", "H", "H", "H", "H", "H", "H", "H", "H", "H", "H", "H", "H", "H", "H", "H", "H", "H", "H", "H", "H", "H", "H", "H", "H"], "coordinates": [[-1.486, -3.751, 1.055], [2.090, 4.925, -1.567], [-1.285, -0.409, 1.254], [5.719, 2.414, -3.104], [-2.790, -2.538, 2.968], [-4.617, -0.684, -3.596], [0.388, -2.028, -0.085], [-0.711, 4.048, 3.306], [-2.826, -2.085, -3.347], [1.283, 3.411, -3.105], [-0.230, 5.563, 1.615], [-1.104, -5.080, 0.804], [-1.696, -5.451, -0.558], [1.546, 3.887, 2.197], [0.426, -5.206, 0.832], [5.219, 1.156, -2.691], [-3.480, -0.844, -2.789], [-2.650, 1.066, 2.791], [-2.262, 0.627, 1.349], [5.920, 0.881, -1.447], [-3.766, -0.967, -1.378], [2.126, -0.488, 0.624], [-3.795, -4.342, 4.230], [0.388, 4.759, 2.801], [-2.682, -3.315, 4.153], [2.023, 4.696, -2.929], [-1.660, 1.740, 0.516], [5.448, 0.087, -3.771], [-2.700, -2.306, 5.251], [2.375, -2.133, -1.228], [1.831, -1.832, 0.104], [1.513, 5.871, -3.653], [-4.338, -0.133, -1.041], [1.331, 3.125, -4.122], [1.959, -3.054, -1.497], [0.242, 3.285, -2.708], [-5.082, -1.545, -3.740], [-4.240, -1.872, -1.099], [2.135, 6.776, -3.354], [-2.134, 2.730, 0.625], [-1.198, 6.012, 1.905], [1.540, 5.634, -4.726], [-4.761, -3.868, 4.369], [-0.535, 4.806, 0.915], [1.848, 2.624, -2.582], [2.009, 0.314, -0.062], [-1.875, 1.336, 3.501], [1.083, 3.282, 1.474], [-0.733, -3.234, 0.712], [3.424, -2.312, -1.262], [7.026, 1.007, -1.608], [3.154, -0.434, 0.953], [-1.439, -6.459, -0.847], [1.248, 5.105, -1.204], [5.745, -0.161, -1.129], [-1.614, -1.122, 1.820], [-3.098, -2.183, -4.396], [-2.915, -2.693, 6.247], [0.836, 5.427, 3.546], [-0.566, 1.854, 0.722], [-2.862, 0.045, -3.077], [0.463, 6.225, -3.433], [-3.823, -4.875, 3.309], [2.242, 4.616, 1.752], [-3.235, -3.008, -2.844], [0.701, -6.231, 0.709], [5.541, 2.510, -4.017], [0.341, 6.428, 1.165], [5.647, 1.452, -0.556], [2.078, -2.593, 0.850], [0.836, -4.789, 1.755], [-1.760, 1.449, -0.551], [-1.465, -4.723, -1.306], [-1.450, -5.729, 1.586], [-3.228, 2.030, 2.625], [-2.577, -3.130, 2.269], [-3.158, 0.207, 0.822], [-1.827, -1.676, 5.224], [-1.707, -3.827, 4.101], [6.515, -0.056, -3.922], [1.471, -0.233, 1.527], [0.806, -4.679, -0.080], [1.995, 3.299, 2.950], [-3.303, 0.364, 3.256], [-0.013, -1.180, 0.080], [-0.452, 3.563, 4.049], [5.057, -0.838, -3.444], [4.997, 0.367, -4.692], [-3.720, -4.972, 5.073], [-2.830, -0.994, -0.782], [-2.766, -5.484, -0.461], [-3.540, -1.611, 4.932], [3.039, 4.493, -3.238], [-1.747, -2.113, -3.260], [1.981, -1.475, -1.975], [4.146, 1.250, -2.410]]}


Which is most stable, and by how much? *a*, by 4.7 kcal/mol.


*a*
{"formula": "C24H69N3O9", "method": "ωB97M-V/def2-TZVPD", "smiles": "COC[C@H](C)N.COC[C@H](C)N.COC[C@H](C)N.CCO.CCO.CCO.CCO.CCO.CCO", "lumo_ev": 0.59, "homo_ev": -8.80, "orbital_gap_ev": 9.40, "total_charge": 0, "elements": ["O", "O", "O", "O", "O", "O", "O", "O", "O", "N", "N", "N", "C", "C", "C", "C", "C", "C", "C", "C", "C", "C", "C", "C", "C", "C", "C", "C", "C", "C", "C", "C", "C", "C", "C", "C", "H", "H", "H", "H", "H", "H", "H", "H", "H", "H", "H", "H", "H", "H", "H", "H", "H", "H", "H", "H", "H", "H", "H", "H", "H", "H", "H", "H", "H", "H", "H", "H", "H", "H", "H", "H", "H", "H", "H", "H", "H", "H", "H", "H", "H", "H", "H", "H", "H", "H", "H", "H", "H", "H", "H", "H", "H", "H", "H", "H", "H", "H", "H", "H", "H", "H", "H", "H", "H"], "coordinates": [[-1.271, -0.558, -3.664], [2.868, 0.605, 0.671], [-3.072, -3.972, -0.955], [3.159, -2.094, 3.917], [1.089, -4.007, 0.804], [-0.585, 1.461, -0.764], [0.875, 3.729, -0.448], [-1.206, 5.120, 2.234], [-3.240, 2.199, -0.939], [2.551, -1.616, -1.484], [-4.526, -0.694, -1.845], [1.701, -0.520, -4.697], [-4.902, -2.145, 0.133], [-2.057, 4.383, 3.168], [1.636, -2.702, -1.112], [-1.765, -1.311, -4.760], [-3.203, 2.604, 0.420], [-3.826, -1.631, -0.908], [1.636, -4.632, 1.979], [1.990, -3.009, 0.316], [2.110, -1.063, 4.151], [-3.881, 1.574, 1.283], [-0.401, 0.055, 1.259], [2.069, 4.167, 0.061], [1.553, -4.007, -2.008], [1.159, -1.427, 5.221], [-3.225, -2.841, -1.772], [4.193, 0.891, 0.525], [1.994, 5.646, 0.239], [-1.147, 3.279, 3.789], [-0.162, 0.200, -0.265], [-0.506, 0.596, -3.935], [1.004, 0.380, -3.839], [4.884, 0.886, 1.861], [-1.860, -3.950, -0.243], [1.703, 1.773, -3.700], [-2.171, 2.651, 0.716], [1.543, 2.407, -4.585], [-2.673, -0.867, -5.162], [-2.062, -2.268, -4.339], [-2.254, -2.471, -2.107], [2.764, 1.560, -3.438], [1.273, 2.306, -2.800], [3.006, -3.408, 0.370], [1.262, -5.701, 1.978], [-4.056, -0.686, -2.695], [0.441, 0.342, 1.858], [-2.470, 5.015, 3.910], [2.880, 3.966, -0.649], [0.808, 0.005, -0.584], [2.726, -4.708, 1.965], [-1.663, 2.503, 4.358], [-3.809, 1.968, 2.298], [-3.878, -2.955, -2.646], [1.966, -2.083, 0.908], [4.668, 0.148, -0.157], [4.394, 1.850, -0.056], [-5.762, -2.447, -0.497], [2.630, -0.123, 4.300], [2.873, 6.012, 0.805], [-0.982, -3.761, -0.904], [4.708, -0.084, 2.350], [3.154, -2.779, 4.600], [-1.655, 5.966, 2.086], [5.932, 1.011, 1.795], [4.455, 1.603, 2.534], [-0.488, 3.791, 4.396], [0.128, 2.100, -0.519], [1.214, -1.422, -4.672], [-1.667, -4.923, 0.115], [-0.843, -0.506, -0.771], [-5.189, -1.282, 0.718], [-4.578, -2.931, 0.874], [3.508, -1.891, -1.298], [0.161, 4.205, 0.078], [1.340, -4.042, 2.876], [1.616, -0.972, 3.167], [1.593, -0.094, -5.661], [0.250, -0.845, 5.209], [-0.722, 0.940, -4.993], [1.889, 6.227, -0.698], [1.603, -1.267, 6.235], [-2.446, 1.739, -1.173], [-0.805, 1.254, -3.142], [-3.449, 0.559, 1.239], [-1.248, 0.735, 1.438], [-0.553, 2.874, 2.952], [-1.825, -3.165, 0.583], [2.656, 0.031, -0.060], [-3.749, 3.567, 0.501], [-1.048, -1.539, -5.513], [0.734, -2.427, 5.079], [0.597, -2.302, -1.158], [1.090, 0.038, -2.800], [-2.968, -1.088, -0.492], [2.485, -4.589, -2.004], [-4.881, 1.496, 1.007], [1.107, 5.878, 0.912], [1.416, -3.753, -3.028], [2.382, 3.664, 0.966], [-4.397, 0.272, -1.537], [2.500, -1.133, -2.339], [-2.867, 4.008, 2.606], [0.707, -4.609, -1.664], [-0.641, -0.937, 1.667]]}


*b*
{"formula": "C24H69N3O9", "method": "ωB97M-V/def2-TZVPD", "smiles": "COC[C@H](C)N.COC[C@H](C)N.COC[C@H](C)N.CCO.CCO.CCO.CCO.CCO.CCO", "lumo_ev": 0.22, "homo_ev": -9.22, "orbital_gap_ev": 9.45, "total_charge": 0, "elements": ["O", "O", "O", "O", "O", "O", "O", "O", "O", "N", "N", "N", "C", "C", "C", "C", "C", "C", "C", "C", "C", "C", "C", "C", "C", "C", "C", "C", "C", "C", "C", "C", "C", "C", "C", "C", "H", "H", "H", "H", "H", "H", "H", "H", "H", "H", "H", "H", "H", "H", "H", "H", "H", "H", "H", "H", "H", "H", "H", "H", "H", "H", "H", "H", "H", "H", "H", "H", "H", "H", "H", "H", "H", "H", "H", "H", "H", "H", "H", "H", "H", "H", "H", "H", "H", "H", "H", "H", "H", "H", "H", "H", "H", "H", "H", "H", "H", "H", "H", "H", "H", "H", "H", "H", "H"], "coordinates": [[-9.859, 6.459, -4.625], [-6.146, 13.431, -6.419], [-2.684, 14.172, 1.139], [-5.331, 17.951, -4.664], [-10.826, 12.939, -5.789], [-5.980, 16.136, -12.486], [3.700, 14.201, -6.145], [0.083, 4.932, -8.769], [-7.858, 10.904, -15.169], [2.351, 2.185, -9.748], [-13.358, 10.498, -7.295], [-7.451, 8.064, -14.875], [-2.809, 13.511, -0.055], [-8.715, 12.018, -15.414], [-6.073, 17.900, -10.662], [-12.062, 11.148, -7.036], [-5.320, 16.715, -11.376], [-11.380, 11.456, -8.339], [-1.877, 14.037, -1.125], [-0.656, 5.986, -9.473], [-5.528, 12.246, -7.022], [-8.350, 6.452, -6.451], [-10.894, 14.030, -4.921], [-4.055, 12.408, -7.151], [-7.215, 9.051, -13.794], [3.046, 3.888, -8.305], [-8.002, 10.348, -13.918], [-7.271, 19.355, -5.098], [-5.695, 9.336, -13.687], [-6.280, 18.790, -3.992], [1.812, 3.242, -8.842], [-8.677, 5.785, -5.191], [0.869, 4.155, -9.635], [2.560, 14.145, -5.358], [-12.114, 12.389, -6.093], [2.221, 15.614, -5.013], [-5.194, 15.982, -10.579], [-5.954, 12.101, -8.015], [-5.451, 18.429, -9.940], [-3.847, 13.347, -7.664], [-0.026, 6.747, -9.934], [-8.430, 7.818, -14.921], [-1.438, 6.424, -8.853], [1.668, 1.477, -9.979], [1.754, 13.644, -5.894], [-13.290, 9.639, -7.821], [-6.160, 18.658, -11.440], [-7.858, 5.812, -7.184], [-7.959, 20.071, -4.647], [-1.825, 15.124, -1.187], [-3.509, 11.652, -7.714], [-5.831, 11.415, -6.385], [-9.705, 6.538, -3.680], [-7.773, 5.779, -4.581], [2.788, 4.666, -7.587], [4.146, 13.357, -6.046], [1.922, 16.190, -5.889], [-11.821, 14.593, -5.022], [-5.752, 16.654, -13.262], [-2.252, 13.694, -2.089], [-3.636, 12.450, -6.145], [3.679, 3.294, -7.646], [-3.815, 13.765, -0.389], [-6.559, 19.952, -5.668], [-2.853, 12.427, 0.054], [-5.585, 17.025, -4.652], [3.118, 16.022, -4.548], [-0.869, 13.675, -0.918], [-9.228, 6.894, -6.921], [-11.318, 10.554, -6.505], [-4.349, 17.123, -11.656], [-7.150, 8.611, -15.669], [-9.787, 11.822, -15.447], [-7.522, 10.950, -13.146], [-12.811, 12.143, -5.292], [-8.464, 12.316, -16.432], [0.158, 3.559, -10.207], [-7.479, 8.587, -12.844], [-10.885, 13.648, -3.901], [-12.596, 13.159, -6.695], [-5.314, 9.666, -14.654], [-11.240, 10.544, -8.920], [-7.078, 13.207, -6.467], [-10.320, 11.670, -8.198], [-7.631, 7.234, -6.206], [-10.000, 14.654, -4.903], [-13.742, 10.223, -6.402], [2.770, 13.483, -4.517], [-7.102, 17.748, -10.338], [1.428, 15.629, -4.266], [-3.566, 14.133, 1.515], [-5.530, 10.148, -12.978], [-7.707, 18.624, -5.778], [-8.837, 4.734, -5.430], [1.492, 4.794, -10.261], [3.003, 1.653, -9.189], [-6.699, 18.159, -3.208], [1.330, 2.772, -7.985], [-9.025, 10.248, -13.556], [-1.197, 5.545, -10.311], [-8.399, 12.767, -14.688], [-11.813, 12.322, -8.839], [-5.863, 19.670, -3.504], [-5.062, 8.465, -13.520], [3.582, 4.305, -9.158]]}


Which is most stable, and by how much? *a*, by 47.8 kcal/mol.